(1)
Formula: C34H28BrCdN7O3Se
Source: OMol25
Level of theory: ωB97M-V/def2-TZVPD

2S+1 = 1
E = -192227.20688 eV
maximum force = 1.39 eV/A
total charge = +2
energy above the lowest of the compared OMol25 structures with the same formula, charge and spin = 47.2 kcal/mol
HOMO level = -12.63 eV
gap between HOMO and LUMO = 6.634 eV

Element x y z (Å)
Cd -0.15359 -1.04191 -0.96249
Se 6.88273 0.10099 2.05678
N 5.72605 -1.20831 2.12244
C 4.63561 -0.86648 1.46004
C 3.46928 -1.68794 1.32553
C 3.38278 -2.94865 1.92951
C 2.20482 -3.65336 1.80953
C 1.15450 -3.08562 1.08933
N 1.23395 -1.90790 0.48665
C 2.37581 -1.20203 0.57464
C 2.46076 0.08719 -0.09874
N 1.45909 0.45393 -0.91926
C 1.47035 1.65775 -1.47397
C 2.48061 2.58746 -1.23242
C 3.55151 2.21762 -0.44659
C 3.57114 0.93460 0.11635
C 4.67641 0.44229 0.88748
N 5.79838 1.10091 1.11428
H 4.23682 -3.32798 2.47306
H 2.08312 -4.62262 2.26795
H 0.21450 -3.61912 0.99553
H 0.64351 1.89554 -2.13502
H 2.42174 3.56865 -1.67569
H 4.37499 2.88750 -0.25036
C -3.22126 -0.02737 -2.79252
O -2.52194 0.06417 -1.55212
C -3.01755 1.01647 -0.67716
C -4.28128 1.57729 -0.79359
C -4.64365 2.65292 0.00758
Br -6.36115 3.42232 -0.22007
C -3.74888 3.19785 0.90761
C -2.49773 2.61251 1.06307
C -2.15208 1.48549 0.31545
O -0.92996 0.85569 0.50003
C -1.46853 3.31775 1.82158
N -1.17956 4.55257 1.55616
C -0.08288 4.86539 2.31304
C 0.65480 6.04222 2.36528
C 1.73873 6.06635 3.21485
C 2.07338 4.96652 4.00966
C 1.36550 3.78054 3.95389
C 0.29100 3.74088 3.08306
N -0.57916 2.72716 2.71203
H -3.47401 0.96825 -3.16958
H -4.13178 -0.62130 -2.68056
H -2.55525 -0.51524 -3.50226
H -5.00144 1.20484 -1.50202
H -4.00393 4.07059 1.48412
H -0.41353 1.42917 1.09970
H 0.37446 6.88283 1.75505
H 2.34214 6.95647 3.28164
H 2.90795 5.04673 4.68877
H 1.63410 2.93355 4.56943
H -0.76552 1.90990 3.27420
O 1.43215 -2.51546 -2.44088
C 0.96899 -3.84588 -2.68224
C -0.17066 -3.91310 -3.70359
C -1.30835 -2.94554 -3.34061
C -1.98382 -3.29796 -2.05115
C -2.95699 -4.29280 -2.01497
C -3.59117 -4.58870 -0.82297
C -3.20876 -3.90158 0.32060
C -2.22594 -2.93709 0.21281
N -1.62784 -2.63646 -0.94549
H 1.94839 -2.24257 -3.21176
H 0.62171 -4.22699 -1.71844
H 1.80473 -4.46828 -3.01283
H -0.53494 -4.94001 -3.73440
H 0.19391 -3.66120 -4.70240
H -2.03680 -2.95729 -4.15199
H -0.88554 -1.93216 -3.25508
H -3.20309 -4.82154 -2.92118
H -4.37210 -5.33040 -0.78408
H -3.66223 -4.11376 1.27408
H -1.90747 -2.37624 1.08566

***

(2)
Formula: C38H32F14N3NiO2PSSi
Source: OMol25
Level of theory: ωB97M-V/def2-TZVPD

2S+1 = 3
E = -155581.36785 eV
maximum force = 3.74 eV/A
total charge = 0
HOMO level (spin up / spin down) = -7.72 / -7.92 eV
gap between HOMO and LUMO (spin up / spin down) = 7.665 / 7.588 eV

Element x y z (Å)
Ni 0.40248 1.63126 -0.31388
C 5.00815 3.39562 -1.11387
O 4.00456 2.44890 -1.42442
C 2.72864 2.65293 -1.27351
O 1.92121 1.83125 -1.70018
N 2.41608 3.78133 -0.57745
N 1.11443 3.89498 -0.18041
H 5.09462 3.40865 -0.01012
H 4.84270 4.37375 -1.61180
H 5.83942 2.87274 -1.55596
H 3.15143 4.22424 -0.02809
H 0.76921 4.81560 -0.40994
H 1.05146 3.63357 0.83555
C -0.20678 4.09258 -3.01806
Si -1.57418 2.82595 -2.73638
C -1.55975 1.71464 -4.30777
C -3.15941 3.77798 -2.80400
N -1.29999 2.06026 -1.23758
C -2.28804 1.58615 -0.37197
C -3.25995 0.57150 -0.63245
C -4.20399 0.17615 0.34196
C -4.09176 0.60198 1.64178
C -3.10295 1.59115 1.96834
C -2.32866 2.11614 0.94169
H -0.44427 4.74274 -3.95964
H 0.79579 3.73866 -2.95607
H -0.31042 4.79714 -2.19726
H -1.84297 2.31449 -5.20205
H -2.37945 1.02727 -4.21028
H -0.60925 1.25441 -4.44428
H -3.00930 4.46034 -3.66736
H -3.29393 4.36713 -1.88295
H -4.03946 3.12428 -2.97485
H -3.43194 -0.06827 -1.50727
H -4.82601 -0.64756 0.08364
H -4.83352 0.28858 2.39221
H -3.05085 1.98191 2.97140
H -1.52719 2.80378 1.12941
F -0.16282 1.09449 7.02121
C 0.36955 1.25412 5.79715
C 1.25738 0.33920 5.31495
F 1.54614 -0.70237 6.04772
C 1.76551 0.44626 4.00292
F 2.53693 -0.56326 3.55599
C 1.26490 1.44445 3.14936
S 1.91073 1.50578 1.50777
C 0.44404 2.38988 3.67969
F -0.03142 3.45153 2.96894
C 0.05785 2.35439 5.02014
F -0.74532 3.26756 5.52681
F -3.93497 -5.00419 -3.70023
C -4.03825 -3.68652 -3.62430
F -5.18344 -3.48806 -2.85968
F -4.28402 -3.20384 -4.84734
C -2.88218 -3.03373 -2.85495
C -2.44821 -3.56414 -1.63774
C -1.48692 -2.94377 -0.85094
C -0.90198 -1.76631 -1.34865
C -1.32497 -1.24747 -2.59212
C -2.33509 -1.82895 -3.32519
P 0.41679 -0.87259 -0.43024
C 0.10481 -1.59480 1.20552
C 0.80589 -2.62879 1.78265
C 0.32509 -3.17709 3.00394
C -0.73468 -2.58740 3.67746
C -1.25064 -1.44389 3.08747
C -0.84327 -0.92660 1.93235
C -1.11977 -3.14706 4.99140
F -0.60454 -2.44592 6.00019
F -2.41436 -3.16417 5.19114
F -0.68523 -4.40023 5.11767
C 1.99110 -1.75374 -0.80756
C 3.25050 -1.10319 -0.66548
C 4.42376 -1.83405 -0.90545
C 4.26485 -3.16882 -1.34931
C 3.03777 -3.73058 -1.50992
C 1.91165 -3.00942 -1.26042
C 5.49453 -3.90876 -1.58091
F 6.28120 -4.00299 -0.44775
F 6.24961 -3.38820 -2.54162
F 5.31014 -5.18230 -1.88492
H -2.93317 -4.45424 -1.32311
H -1.38073 -3.47153 0.09590
H -0.82237 -0.32646 -2.94844
H -2.61831 -1.19976 -4.17200
H 1.70007 -3.10358 1.46850
H 0.84752 -3.98144 3.46231
H -2.07873 -0.93809 3.56229
H -1.39383 -0.03391 1.59945
H 3.25455 -0.07771 -0.29955
H 5.36188 -1.36351 -0.89869
H 2.98245 -4.78834 -1.80777
H 1.00590 -3.57008 -1.29272

***

(3)
Formula: C4H8O3
Source: OMol25
Level of theory: ωB97M-V/def2-TZVPD

2S+1 = 1
SMILES string = CC(=O)COC=O.[H][H]
E = -10417.55619 eV
maximum force = 2.88 eV/A
total charge = 0
energy above the lowest of the compared OMol25 structures with the same formula, charge and spin = 79.5 kcal/mol
HOMO level = -10.03 eV
gap between HOMO and LUMO = 10.713 eV

Element x y z (Å)
C 1.74257 -0.46748 -0.68021
C 1.01059 0.14160 0.47098
O 1.54579 0.60176 1.46139
C -0.45845 0.02197 0.40680
O -1.04274 -0.35186 -0.83881
C -2.32787 -0.78952 -0.74331
O -2.96930 -0.80262 0.26796
H 1.75136 0.36615 -1.38574
H 1.25154 -1.31555 -1.16281
H 2.75491 -0.72389 -0.38045
H -0.02110 -0.84714 1.07916
H 0.58217 2.18551 1.30356
H -0.00029 2.47866 0.94501
H -1.13807 0.64793 0.98570
H -2.68113 -1.14551 -1.72924

***

(4)
Formula: C24H28CoN2O7S3
Source: OMol25
Level of theory: ωB97M-V/def2-TZVPD

2S+1 = 5
E = -112781.45263 eV
maximum force = 0.89 eV/A
total charge = +1
energy above the lowest of the compared OMol25 structures with the same formula, charge and spin = 6.2 kcal/mol
HOMO level (spin up / spin down) = -12.05 / -12.04 eV
gap between HOMO and LUMO (spin up / spin down) = 9.759 / 6.691 eV

Element x y z (Å)
Co 0.08677 0.80938 -0.53634
O 1.01392 0.35181 -2.32601
S 2.39086 0.75755 -1.88242
O 3.44951 -0.02758 -2.41811
O 2.24505 0.77394 -0.40833
C 2.65461 2.45357 -2.33638
C 3.79523 2.70677 -3.07471
C 4.13578 4.01274 -3.41331
C 3.33978 5.06235 -3.00944
C 2.18681 4.82157 -2.26893
C 1.83568 3.52789 -1.92671
S 0.28241 3.37113 -1.07631
O -0.27985 4.66692 -0.93464
O -0.49625 2.37446 -1.85281
O 0.50036 2.62869 0.21820
H 4.41539 1.87492 -3.37559
H 5.03087 4.19763 -3.99139
H 3.60177 6.07876 -3.26970
H 1.54828 5.63618 -1.96089
C -5.03023 2.19825 2.42347
C -4.60906 0.76844 2.12082
N -3.83727 0.65035 0.87412
C -4.59648 0.58275 -0.38273
C -4.58480 1.88784 -1.17158
C -2.50840 0.66274 0.86066
C -1.75444 0.80425 2.14988
N -1.81181 0.54295 -0.24546
H -5.52388 2.24173 3.39401
H -5.73026 2.57121 1.67629
H -4.17109 2.86990 2.44565
H -5.48544 0.13131 2.00605
H -4.02992 0.34631 2.93767
H -5.61661 0.31742 -0.11302
H -4.21652 -0.25038 -0.97945
H -5.09011 2.67876 -0.61948
H -5.10809 1.74789 -2.11705
H -3.57397 2.23130 -1.39354
H -1.79272 -0.13514 2.70400
H -2.16814 1.59215 2.77491
H -0.71154 1.04788 1.95788
H -2.34717 0.45549 -1.09902
O 0.30073 -1.07738 0.00841
S 1.40537 -2.05681 -0.44189
C 0.65303 -3.64244 -0.27205
C 0.72346 -4.47872 -1.37477
C 0.16712 -5.74928 -1.28646
C -0.45148 -6.15023 -0.11396
C -0.52404 -5.29190 0.98124
C 0.03346 -4.02962 0.91067
C 2.59181 -2.06610 0.87446
C 3.85549 -2.54173 0.56423
C 4.81569 -2.57248 1.56433
C 4.50654 -2.11515 2.83762
C 3.23985 -1.61880 3.12098
C 2.26797 -1.58909 2.13370
H 1.20063 -4.14310 -2.28705
H 0.21578 -6.41819 -2.13464
H -0.88233 -7.14027 -0.04621
H -1.00867 -5.61608 1.89239
H -0.00769 -3.35620 1.75678
H 4.09171 -2.86675 -0.44224
H 5.80893 -2.93825 1.34298
H 5.26159 -2.13232 3.61197
H 3.01189 -1.24831 4.11136
H 1.28412 -1.18295 2.32787

***

The highest 2S+1 belongs to which entry? C24H28CoN2O7S3

***

What is the total charge in the third record? 0